[1]
Below is a 2-piece molecular cluster, C4H3OP overall at a distorted geometry, with properties calculated with ωB97M-V/def2-TZVPD.

The geometry in XYZ format:
```
9
Properties=species:S:1:pos:R:3:lowdin_charge:R:1
C -1.085 -2.165 -0.082 0.03
C -1.490 -1.080 0.135 -0.35
P -2.449 0.436 0.540 0.80
O -2.649 1.089 -0.755 -0.50
H -0.482 -3.011 -0.019 0.01
C 2.322 1.444 0.539 0.00
C 1.478 1.190 -0.313 -0.02
H 3.248 1.475 1.065 0.01
H 1.106 0.622 -1.109 0.01
```

Computed properties:
- ΔE to the lowest compared entry with this formula, charge and spin (eV) = 3.2937
- SMILES string = C#CP=O.C#C
- charge = 0
- lowest unoccupied orbital energy (eV) = -1.161
- DFT total energy (eV) = -15527.632


[2]
Below is a 3-piece molecular cluster, C17H44BrN2O17P5 overall at a distorted geometry, with properties calculated with ωB97M-V/def2-TZVPD.

The geometry in XYZ format:
```
86
Properties=species:S:1:pos:R:3:lowdin_charge:R:1
C 0.235 -2.460 -3.073 0.04
C -0.412 -2.988 -4.369 -0.55
O 0.160 -3.574 -5.171 0.20
O -1.773 -2.744 -4.481 -0.08
C -2.057 -1.482 -5.099 -0.23
C -3.543 -1.493 -5.506 -0.32
P -4.739 -1.837 -4.082 0.54
Br -5.463 -3.712 -5.232 0.53
C -4.327 -2.833 -2.553 -0.36
P -5.633 -4.072 -2.041 0.37
O -5.332 -5.428 -2.471 -0.30
O -5.544 -4.077 -0.393 -0.16
O -7.125 -3.564 -2.381 -0.14
O -6.368 -1.191 -4.155 -0.36
N -7.127 -1.697 -5.226 -0.20
O -8.093 -1.057 -5.306 0.09
P -4.211 0.125 -3.114 0.49
N -3.929 1.242 -4.162 -0.19
O -5.537 0.582 -2.228 -0.19
O -2.892 0.003 -2.110 -0.21
H -0.090 -1.406 -2.992 0.08
H -0.226 -3.019 -2.237 0.09
H 1.321 -2.585 -3.065 0.09
H -1.478 -1.443 -6.045 0.14
H -1.745 -0.600 -4.512 0.10
H -3.657 -2.316 -6.223 0.03
H -3.843 -0.588 -6.063 0.10
H -4.270 -2.137 -1.689 0.04
H -3.364 -3.363 -2.598 0.07
H -4.867 -4.748 -0.211 0.08
H -7.412 -2.964 -1.670 0.10
H -2.993 1.620 -4.039 -0.01
H -5.219 0.765 -1.327 0.07
H -2.270 -0.686 -2.382 0.03
C 7.105 -3.195 -1.424 -0.08
C 6.761 -1.768 -1.809 -0.30
O 5.500 -1.374 -1.288 -0.22
P 5.366 -0.981 0.316 0.63
O 6.334 0.167 0.342 -0.22
O 3.959 -0.143 0.245 -0.22
C 3.883 1.218 0.668 -0.29
C 4.063 2.155 -0.511 -0.07
O 4.425 -2.363 0.548 -0.19
C 4.897 -3.403 1.410 -0.29
C 5.614 -2.890 2.641 -0.09
H 7.308 -3.266 -0.350 0.06
H 7.992 -3.539 -1.957 0.08
H 6.276 -3.868 -1.649 0.08
H 7.546 -1.080 -1.485 0.11
H 6.689 -1.693 -2.896 0.12
H 4.606 1.424 1.457 0.11
H 2.893 1.366 1.099 0.09
H 4.975 1.934 -1.066 0.07
H 4.097 3.193 -0.176 0.08
H 3.233 2.044 -1.212 0.08
H 5.540 -4.082 0.843 0.10
H 4.021 -3.978 1.717 0.12
H 6.551 -2.387 2.370 0.07
H 5.859 -3.711 3.314 0.08
H 4.996 -2.166 3.176 0.09
C 0.318 5.647 6.594 -0.08
C 1.109 4.515 5.964 -0.29
O 0.260 3.461 5.532 -0.21
P -0.609 3.639 4.142 0.61
O 0.486 3.845 3.139 -0.23
O -0.959 2.065 3.843 -0.21
C -0.562 1.440 2.625 -0.29
C 0.763 0.724 2.796 -0.08
O -2.054 3.690 5.000 -0.19
C -2.850 4.880 4.976 -0.29
C -2.871 5.567 3.626 -0.09
H -0.273 6.172 5.835 0.06
H 0.983 6.374 7.062 0.08
H -0.373 5.265 7.346 0.08
H 1.721 4.884 5.137 0.11
H 1.786 4.090 6.706 0.12
H -0.523 2.163 1.809 0.10
H -1.337 0.714 2.368 0.11
H 1.531 1.382 3.202 0.07
H 1.110 0.325 1.841 0.07
H 0.658 -0.104 3.500 0.08
H -2.503 5.566 5.754 0.10
H -3.866 4.583 5.245 0.12
H -1.879 5.960 3.369 0.07
H -3.571 6.402 3.630 0.08
H -3.160 4.866 2.839 0.09
```

Computed properties:
- SMILES string = CC(=O)OCCP(Br)(CP(=O)(O)O)(ON=O)P(=N)(O)O.CCOP(=O)(OCC)OCC.CCOP(=O)(OCC)OCC
- charge = 0
- lowest unoccupied orbital energy (eV) = -0.801
- DFT total energy (eV) = -172616.621


[3]
Below is a 2-piece molecular cluster, C4H14N3 overall at a distorted geometry, with properties calculated with ωB97M-V/def2-TZVPD.

The geometry in XYZ format:
```
21
Properties=species:S:1:pos:R:3:lowdin_charge:R:1
C -3.174 0.059 0.057 -0.15
C -1.666 -0.022 0.025 -0.35
N -1.079 1.136 -0.730 0.02
H -3.574 0.231 -0.953 0.06
H -3.565 -0.876 0.475 0.08
H -3.503 0.932 0.636 0.06
H -1.205 0.006 1.008 0.10
H -1.323 -0.951 -0.420 0.08
H -1.267 1.169 -1.760 0.02
H -1.461 2.010 -0.303 0.03
C 1.454 -0.970 -0.030 -0.27
C 1.868 0.195 0.460 -0.22
N 1.710 1.422 -0.291 -0.04
N 1.568 -2.167 0.637 0.05
H 1.085 -0.991 -1.019 0.09
H 2.380 0.236 1.403 0.10
H 2.329 1.396 -1.094 0.08
H -0.034 1.248 -0.607 0.04
H 1.984 2.216 0.288 0.08
H 1.613 -2.032 1.628 0.08
H 0.887 -2.857 0.383 0.08
```

Computed properties:
- ΔE to the lowest compared entry with this formula, charge and spin (eV) = 1.7608
- charge = 0
- lowest unoccupied orbital energy (spin up / spin down) (eV) = 0.795 / 0.671
- multiplicity = 2
- ⟨S²⟩ = 0.751
- DFT total energy (eV) = -8841.594


[4]
Below is a 2-piece molecular cluster, C3H5N3O overall at a distorted geometry, with properties calculated with ωB97M-V/def2-TZVPD.

The geometry in XYZ format:
```
12
Properties=species:S:1:pos:R:3:lowdin_charge:R:1
N -1.647 -0.864 0.944 0.09
C -0.568 -1.623 1.177 -0.38
N 0.398 -2.232 1.401 0.11
C 1.590 0.570 -0.014 -0.07
O 1.652 -0.581 -0.611 0.02
C 0.721 1.488 -0.782 -0.25
N -0.551 1.378 -0.695 0.07
H -2.460 -1.378 0.630 0.10
H -1.429 -0.030 0.378 0.04
H 2.089 -1.220 -0.016 0.09
H 1.229 2.331 -1.269 0.11
H -1.024 2.161 -1.143 0.06
```

Computed properties:
- ΔE to the lowest compared entry with this formula, charge and spin (eV) = 4.2431
- charge = 0
- lowest unoccupied orbital energy (eV) = 0.230
- DFT total energy (eV) = -9706.341


[5]
Below is a 2-piece molecular cluster, C11H18 overall at a distorted geometry, with properties calculated with ωB97M-V/def2-TZVPD.

The geometry in XYZ format:
```
29
Properties=species:S:1:pos:R:3:lowdin_charge:R:1
C -4.788 -0.697 -0.018 -0.10
C -4.304 -0.104 1.180 -0.11
C -3.004 0.305 1.239 -0.09
C -2.177 0.195 0.067 -0.09
C -2.729 -0.314 -1.088 -0.12
C -4.009 -0.849 -1.164 -0.09
H -5.761 -1.111 0.042 0.08
H -4.939 -0.221 2.113 0.12
H -2.464 0.800 2.095 0.12
H -1.122 0.500 0.071 0.03
H -2.075 -0.372 -1.964 0.10
H -4.354 -1.335 -2.102 0.11
C 4.428 -1.394 -0.033 -0.19
C 3.391 -0.539 0.711 -0.32
C 2.689 0.371 -0.355 -0.19
C 1.162 0.729 0.171 -0.28
C 0.486 1.826 -0.722 -0.17
H 3.842 -2.232 -0.731 0.12
H 5.330 -0.826 -0.679 0.13
H 4.885 -1.999 0.709 0.02
H 3.913 -0.099 1.576 0.10
H 2.868 -1.409 1.177 0.11
H 3.296 1.388 -0.218 0.14
H 2.691 -0.160 -1.282 0.08
H 1.149 1.345 1.301 0.16
H 0.656 -0.125 0.572 0.05
H -0.281 1.401 -1.542 0.09
H -0.148 2.441 0.015 0.07
H 1.370 2.483 -1.142 0.10
```

Computed properties:
- ΔE to the lowest compared entry with this formula, charge and spin (eV) = 3.6116
- SMILES string = c1ccccc1.CCCCC
- charge = 0
- lowest unoccupied orbital energy (eV) = 0.976
- DFT total energy (eV) = -11695.669


[6]
Below is an isolated ion of composition C2H9N2 and charge +1 at a distorted geometry, with properties calculated with ωB97M-V/def2-TZVPD.

The geometry in XYZ format:
```
13
Properties=species:S:1:pos:R:3:lowdin_charge:R:1
N 1.248 1.381 -0.285 0.02
C 0.798 0.114 0.217 -0.27
C -0.726 0.022 0.267 -0.13
N -1.227 -1.342 -0.174 0.18
H 1.547 2.081 0.367 0.09
H 1.742 1.283 -1.153 0.08
H 1.176 -0.080 1.227 0.13
H 1.142 -0.699 -0.413 0.11
H -1.210 0.748 -0.380 0.13
H -1.209 0.178 1.235 0.13
H -1.027 -2.061 0.531 0.18
H -2.240 -1.282 -0.308 0.17
H -0.792 -1.675 -1.035 0.17
```

Computed properties:
- ΔE to the lowest compared entry with this formula, charge and spin (eV) = 0.7674
- SMILES string = NCC[NH3+]
- charge = +1
- lowest unoccupied orbital energy (eV) = -3.868
- DFT total energy (eV) = -5193.187


[7]
Below is an isolated ion of composition C4H13N3 and charge +3 at a distorted geometry, with properties calculated with ωB97M-V/def2-TZVPD.

The geometry in XYZ format:
```
20
Properties=species:S:1:pos:R:3:lowdin_charge:R:1
C -1.894 -1.166 0.341 -0.17
C -0.886 -0.062 0.637 -0.12
C 0.595 -0.234 0.044 -0.04
N 2.202 2.058 -0.379 0.37
C 1.696 1.362 -1.442 -0.01
N 0.799 0.426 -1.328 0.23
N -2.075 -1.923 1.565 0.15
H -2.921 -0.787 -0.135 0.21
H -1.487 -1.982 -0.298 0.14
H -1.365 0.903 0.537 0.13
H -0.721 0.038 1.753 0.15
H 0.837 -1.421 -0.200 0.24
H 1.209 -0.041 0.863 0.10
H 3.049 2.829 -0.722 0.33
H 1.830 1.980 0.599 0.19
H 1.994 1.751 -2.432 0.20
H 0.429 -0.033 -2.230 0.26
H -2.669 -1.683 2.331 0.17
H -1.211 -1.935 2.165 0.19
H -2.521 -2.941 1.293 0.28
```

Computed properties:
- ΔE to the lowest compared entry with this formula, charge and spin (eV) = 3.7199
- charge = +3
- lowest unoccupied orbital energy (spin up / spin down) (eV) = -13.182 / -18.118
- multiplicity = 2
- ⟨S²⟩ = 0.793
- DFT total energy (eV) = -8792.450


[8]
Below is C20H30CaN2O21 as an isolated structure at a distorted geometry, with properties calculated with ωB97M-V/def2-TZVPD.

The geometry in XYZ format:
```
74
Properties=species:S:1:pos:R:3:lowdin_charge:R:1
Ca 1.517 0.897 -0.382 1.72
N 4.317 -0.901 1.625 -0.72
O 4.356 -0.686 0.462 -0.06
O 5.154 -1.472 2.250 0.04
O 3.244 -0.507 2.093 -0.13
N 2.597 3.442 -3.183 -0.74
O 2.995 2.352 -3.137 -0.05
O 1.667 3.642 -2.394 -0.12
O 3.121 4.264 -3.882 0.02
C -4.300 -5.844 -0.091 0.00
C -4.273 -4.297 0.037 -0.33
C -4.847 -3.791 1.334 -0.09
O -3.980 -2.693 1.633 0.08
C -2.875 -2.757 0.875 -0.58
O -1.932 -1.990 1.002 0.12
O -3.002 -3.735 0.042 0.12
H -3.791 -6.238 -0.971 0.08
H -5.301 -6.273 -0.042 0.09
H -3.792 -6.190 0.809 0.09
H -4.809 -3.814 -0.781 0.15
H -4.842 -4.528 2.137 0.14
H -5.883 -3.512 1.137 0.14
C 1.915 -7.248 -3.578 -0.02
C 1.221 -6.149 -2.729 -0.31
C 1.853 -6.010 -1.352 -0.16
O 1.736 -4.679 -1.090 0.06
C 1.656 -3.974 -2.303 -0.45
O 1.755 -2.745 -2.436 0.11
O 1.408 -4.852 -3.286 0.10
H 1.670 -8.229 -3.170 0.09
H 2.992 -7.082 -3.596 0.09
H 1.524 -7.272 -4.596 0.08
H 0.172 -6.420 -2.608 0.15
H 2.884 -6.345 -1.471 0.13
H 1.330 -6.562 -0.571 0.14
C -5.084 1.047 -6.652 -0.02
C -4.678 0.244 -5.376 -0.29
C -3.721 -0.848 -5.610 -0.16
O -2.742 -0.688 -4.682 0.10
C -2.898 0.449 -4.018 -0.53
O -2.140 0.831 -3.105 0.10
O -3.900 1.136 -4.560 0.10
H -5.575 1.997 -6.439 0.08
H -5.808 0.646 -7.361 0.08
H -4.220 1.284 -7.273 0.09
H -5.582 0.042 -4.801 0.15
H -3.365 -0.835 -6.640 0.15
H -4.256 -1.768 -5.376 0.14
C -3.781 3.328 5.881 -0.01
C -2.326 3.799 5.528 -0.28
C -1.294 2.769 5.942 -0.15
O -0.811 2.254 4.779 0.09
C -1.187 2.987 3.750 -0.53
O -0.655 2.796 2.669 0.12
O -2.166 3.864 4.108 0.10
H -4.144 3.627 6.864 0.08
H -3.955 2.270 5.683 0.09
H -4.398 3.939 5.222 0.08
H -2.051 4.724 6.035 0.15
H -1.755 2.011 6.575 0.13
H -0.383 3.100 6.439 0.14
C 8.164 5.967 2.943 -0.02
C 6.700 5.820 3.251 -0.36
C 5.896 6.871 2.555 -0.13
O 5.099 6.193 1.671 0.09
C 5.161 4.887 1.889 -0.46
O 4.394 3.993 1.401 0.08
O 6.211 4.630 2.726 0.09
H 8.770 5.142 3.315 0.09
H 8.536 6.852 3.460 0.09
H 8.327 6.079 1.871 0.10
H 6.527 5.783 4.327 0.16
H 6.471 7.625 2.018 0.14
H 5.162 7.351 3.202 0.14
```

Computed properties:
- ΔE to the lowest compared entry with this formula, charge and spin (eV) = 10.0839
- charge = 0
- lowest unoccupied orbital energy (eV) = -1.510
- DFT total energy (eV) = -85632.570